84
Properties=species:S:1:pos:R:3:forces:R:3 method="wB97M-V/def2-TZVPD" homo_energy_ev=-4.57 total_charge=-1 relative_energy_kcal_mol=0.22 homo_lumo_gap_ev=6.666
Ba -0.6766 -0.7666 -0.6936 -0.29 -0.26 -1.12
B -0.0879 -2.9292 -2.6792 -0.19 -0.97 0.01
H 0.0300 -3.2723 -3.8351 0.34 -0.07 -0.16
H 0.6908 -2.1167 -2.3140 1.19 0.62 -0.16
H -1.1434 -2.4137 -2.5508 -0.75 0.03 -0.07
H -0.0443 -3.8335 -1.8668 0.16 -0.39 -0.14
B -1.5995 0.2560 -3.2214 -0.46 0.71 -1.53
H -2.4187 -0.4787 -2.7972 -0.68 -0.42 0.61
H -1.9947 0.6861 -4.2958 -0.13 0.19 -0.19
H -1.3281 1.1721 -2.5356 -0.26 0.75 0.84
H -0.6100 -0.3392 -3.4293 0.92 -0.47 -0.11
B -2.4010 -3.2168 0.1578 -0.52 -0.51 0.19
H -1.2612 -3.1478 -0.1615 0.69 -0.37 0.08
H -2.7059 -2.1459 0.5899 -0.39 0.84 0.48
H -3.0800 -3.4660 -0.8093 -0.07 -0.05 -0.15
H -2.5450 -4.0548 1.0324 -0.07 -0.17 0.20
C 5.1153 -1.9911 1.7750 0.65 0.09 -0.22
O 4.1269 -1.1821 1.1405 -0.15 0.02 0.24
P 3.3358 -1.6796 -0.1356 -0.37 -0.87 -0.51
O 2.1567 -0.8871 -0.4559 0.10 0.91 0.36
O 4.4133 -1.7562 -1.2896 0.19 -0.01 -0.12
C 4.3874 -0.8393 -2.3998 -0.18 -0.08 0.11
O 3.0275 -3.1794 0.1990 0.47 -0.10 0.26
C 2.7167 -4.0992 -0.8695 -0.46 -0.14 -0.58
H 5.0381 -1.8289 2.8464 -0.13 -0.16 0.05
H 6.1142 -1.6795 1.4575 -0.10 0.18 -0.04
H 5.0242 -3.0413 1.5075 -0.30 -0.03 0.19
H 4.3382 -1.4089 -3.3247 0.06 -0.10 0.04
H 5.3076 -0.2584 -2.3590 -0.03 0.10 -0.07
H 3.4998 -0.2137 -2.3371 0.05 0.10 -0.05
H 1.7601 -4.5752 -0.6702 0.11 -0.03 0.29
H 3.5297 -4.8165 -0.9663 0.02 0.01 0.12
H 2.5436 -3.5852 -1.8160 0.13 0.12 0.07
C -0.2255 3.6769 -3.3791 -0.26 -0.05 -0.95
O 0.9401 3.7907 -2.5480 0.01 0.31 0.34
P 1.5023 2.5139 -1.8247 0.36 0.23 -0.26
O 0.5656 1.6354 -1.1486 0.18 0.01 0.32
O 2.5791 3.2144 -0.8818 -0.11 0.25 -0.05
C 3.2680 2.3750 0.0419 -0.21 -0.84 0.15
O 2.3754 1.7729 -2.9330 -0.12 -0.32 0.16
C 3.3645 2.4967 -3.6481 0.07 0.76 -0.18
H -0.0248 4.2203 -4.3058 0.17 0.00 0.12
H -1.0975 4.1402 -2.9230 0.14 -0.11 0.38
H -0.4585 2.6424 -3.6372 -0.05 -0.02 0.21
H 2.6105 1.5978 0.4450 -0.15 0.21 0.00
H 3.6341 2.9881 0.8587 0.16 0.13 -0.12
H 4.0692 1.8203 -0.4555 0.19 0.33 0.00
H 3.0223 2.7499 -4.6538 -0.11 -0.36 -0.01
H 4.2811 1.9116 -3.7000 -0.09 -0.12 0.01
H 3.5795 3.4583 -3.1741 0.11 -0.15 0.17
C -1.6938 1.6710 3.9130 -0.17 0.57 0.60
O -1.4901 0.2671 4.0796 0.28 0.33 -0.42
P -0.2959 -0.3992 3.2727 -0.72 -0.64 0.56
O -0.3763 -0.2544 1.8201 0.43 0.45 0.46
O -0.3375 -1.8679 3.7965 -0.07 -0.10 0.28
C -1.4210 -2.7471 3.3634 0.57 -0.03 -0.58
O 0.9747 0.2032 3.9831 0.12 0.15 0.17
C 2.2562 -0.2674 3.5738 0.25 -0.72 -0.68
H -1.2085 2.1944 4.7408 0.06 -0.06 -0.02
H -2.7610 1.8620 3.9804 -0.05 -0.09 -0.12
H -1.3089 2.0932 2.9838 0.00 -0.40 -0.21
H -2.1349 -2.2337 2.7263 -0.11 0.12 0.13
H -1.8694 -3.1805 4.2497 -0.03 -0.01 0.03
H -0.9709 -3.4824 2.7042 -0.11 -0.26 0.16
H 2.5866 -1.1214 4.1712 -0.11 0.33 0.44
H 2.9603 0.5575 3.6129 0.01 0.00 0.09
H 2.2256 -0.6763 2.5604 -0.08 0.44 -0.09
C -5.0345 1.5493 -1.5637 -0.34 0.08 -0.51
O -5.1524 1.3361 -0.1511 -0.33 0.36 0.23
P -3.8718 1.4237 0.7643 -1.07 0.20 -0.34
O -2.7795 0.6208 0.2656 0.83 -0.04 0.03
O -3.5676 2.9663 0.8942 0.16 -0.04 -0.04
C -3.8512 3.8180 1.9759 0.38 0.90 0.57
O -4.4556 1.0574 2.1803 -0.15 0.00 -0.02
C -4.6740 -0.3404 2.4415 -0.01 -0.30 0.73
H -4.1118 2.0501 -1.8512 0.26 -0.37 0.09
H -5.8486 2.1958 -1.9012 -0.11 -0.05 0.34
H -5.1490 0.5867 -2.0516 0.37 -0.01 -0.14
H -2.9149 4.0525 2.4940 -0.06 -0.17 0.03
H -4.5628 3.4425 2.7093 -0.05 -0.35 -0.23
H -4.2166 4.7764 1.6037 -0.14 -0.17 -0.24
H -5.2071 -0.3922 3.3907 -0.01 0.08 -0.05
H -3.7151 -0.8330 2.5588 0.04 -0.11 -0.20
H -5.2680 -0.8447 1.6827 0.11 0.22 -0.25

---

9
Properties=species:S:1:pos:R:3:forces:R:3 method="wB97M-V/def2-TZVPD" homo_energy_ev=-10.21 total_charge=0 relative_energy_kcal_mol=75.26 homo_lumo_gap_ev=10.930
C -0.9102 -0.7705 0.8038 -3.04 0.52 -0.12
N 0.1808 0.1526 0.8933 0.93 1.23 -4.51
C 0.7839 0.6103 -0.1717 2.53 3.02 0.75
O 0.9444 0.5400 -1.7440 -2.23 -3.28 3.59
H -1.3330 -1.1132 1.7593 0.24 1.08 0.21
H -1.8271 -0.5157 0.1261 1.82 0.06 1.06
H -0.5687 -1.6750 0.4750 1.09 -2.46 -1.49
H 1.6102 1.4122 0.0330 -1.57 -1.63 0.05
H 1.1197 1.3592 -2.1747 0.22 1.47 0.45

---

16
Properties=species:S:1:pos:R:3:forces:R:3 method="wB97M-V/def2-TZVPD" homo_energy_ev=-13.20 total_charge=+1 relative_energy_kcal_mol=148.59 homo_lumo_gap_ev=7.955
C 0.3436 -1.2552 -0.4944 -0.63 1.26 1.79
C 2.2055 0.5122 0.4130 1.87 -0.39 -0.85
C -1.0064 -0.9243 0.3338 2.73 -0.54 -0.98
C -1.7238 1.4102 0.1396 0.84 3.53 0.17
C 1.4636 1.1313 -0.8085 -0.87 -1.64 0.63
N 1.1933 -0.0751 -0.3497 -0.75 0.44 -0.43
N -1.6308 0.2408 -0.2832 0.61 -1.51 -0.36
H 0.6998 -2.1398 0.0519 0.50 0.38 -0.46
H 0.3533 -1.3952 -1.5400 -0.92 -0.66 -1.22
H 3.1815 0.0951 0.1565 0.08 0.38 0.55
H 2.0610 0.8364 1.4126 -0.32 0.34 0.75
H -1.6170 -1.7791 0.4248 -1.13 -0.76 -0.43
H -0.4958 -0.8445 1.2922 -0.92 1.26 0.43
H -1.5189 1.7957 1.1504 -0.22 -1.02 -0.17
H -1.8105 2.2397 -0.6003 -0.59 -0.87 0.44
H -1.6982 0.1520 -1.2987 -0.28 -0.19 0.13

---

17
Properties=species:S:1:pos:R:3:forces:R:3 method="wB97M-V/def2-TZVPD" homo_energy_ev=-7.83 total_charge=0 relative_energy_kcal_mol=248.70 homo_lumo_gap_ev=7.839
C -2.8052 0.7247 -0.3386 2.06 -6.89 0.59
C -1.8984 -0.1107 0.1988 -4.25 6.53 -2.10
C -0.6002 -0.3286 0.8195 2.08 -1.95 3.79
C 0.2468 -1.3279 -0.0483 -2.42 -4.28 0.69
C 1.4752 -0.5471 -0.4873 5.23 -2.23 -0.02
C 0.8961 0.8561 -0.7126 0.84 -0.99 2.42
C 0.5110 0.7148 0.9173 -1.88 4.70 -1.96
H -3.7402 0.4440 -1.0796 2.58 1.37 2.13
H -0.5712 -0.7762 1.9495 -1.03 0.91 -2.54
H 0.0743 -2.6087 0.4014 1.69 3.85 -0.99
H -0.3904 -1.4947 -0.8687 -0.62 -0.11 -1.62
H 2.0874 -0.5858 0.5337 -0.14 -0.05 -3.15
H 2.1953 -1.1068 -1.3808 -2.29 1.47 2.25
H 0.1044 0.8599 -1.4195 -0.98 -0.30 -0.34
H 0.1323 2.7127 -0.1946 1.35 -2.20 1.33
H 1.4363 0.5870 1.4958 -1.47 -0.54 0.27
N 0.8463 1.9872 0.2139 -0.75 0.71 -0.76

---

no.,total energy (eV)
1,-85870.722
2,-5689.966
3,-8299.289
4,-8884.372